No. 1
C5H31N2O10 | ωB97M-V with the def2-TZVPD basis set

Each line ends with the natural charge from an NBO analysis.
Element x y z (Å)
C1 0.23650 1.69823 -0.29716  -0.089
O1 -0.98095 1.56695 0.38477  -0.731
C2 0.87464 0.27807 -0.25011  -0.069
C3 2.29272 0.19073 -0.88701  -0.454
C4 2.90499 -1.16252 -0.77628  -0.368
C5 2.27474 -2.30733 -1.09070  0.037
N1 2.69575 -3.54504 -0.66806  -0.821
N2 0.99435 -0.07786 1.24603  -0.708
H1 0.00567 2.02935 -1.32668  0.191
H2 0.93776 2.45872 0.04709  0.187
H3 -1.57235 2.07579 -0.18489  0.501
H4 0.03517 -0.41962 -0.52649  0.268
H5 2.81161 0.95567 -0.27355  0.225
H6 2.13039 0.52805 -1.92558  0.245
H7 3.81099 -1.29090 -0.19312  0.203
H8 1.40324 -2.25641 -1.72382  0.215
H9 3.70142 -3.67766 -0.63212  0.391
H10 2.23271 -4.35560 -1.04477  0.394
H11 1.20864 0.76017 1.79878  0.439
H12 1.80624 -0.71166 1.18791  0.453
H13 0.21515 -0.44192 1.78366  0.448
H14 -0.82307 -0.67612 4.24454  0.495
H15 0.56336 -1.10779 4.56441  0.462
O2 0.08090 -0.32684 4.28456  -0.951
H16 -0.69541 -3.21352 2.88433  0.483
H17 -0.82515 -1.84136 2.55047  0.443
O3 -1.29531 -2.47572 3.09052  -0.923
H18 -0.49326 4.89420 -0.97512  0.473
H19 -1.55255 4.49309 0.20106  0.503
O4 -0.66497 4.78584 -0.03394  -0.979
H20 -2.68805 3.24987 -1.73367  0.498
H21 -3.84798 3.58196 -0.82261  0.484
O5 -2.90228 3.72876 -0.91367  -0.977
H22 1.82138 -2.74559 3.45735  0.478
H23 2.33088 -3.00324 2.13964  0.488
O6 1.49687 -2.73269 2.54838  -0.964
H24 -3.42707 1.77016 2.95923  0.466
H25 -3.34449 1.25264 4.35034  0.470
O7 -2.76373 1.55516 3.63013  -0.935
H26 -2.90978 1.31484 -2.98843  0.477
H27 -1.95693 1.77495 -4.06383  0.492
O8 -2.50555 2.11097 -3.35177  -0.958
H28 0.38002 -1.43534 -4.20904  0.486
H29 -0.38788 -1.01099 -5.52733  0.501
O9 -0.32983 -0.90271 -4.57833  -0.975
H30 -1.00136 -1.39436 -2.83193  0.503
H31 -1.47737 -2.28210 -1.59749  0.492
O10 -0.80080 -1.65930 -1.92567  -0.988

Values from the calculation:
charge: +1
energy relative to the best compared isomer or geometry (same formula, charge and spin): 97.31 kcal per mole
frontier orbital gap: 9.01 eV
2S+1: 1

***

No. 2
C5H31N2O11 | ωB97M-V with the def2-TZVPD basis set

Each line ends with the natural charge from an NBO analysis.
Element x y z (Å)
N1 -0.54458 -0.40984 -0.23880  -0.684
C1 0.02595 0.99494 -0.48502  -0.124
C2 1.07528 1.39811 0.52948  -0.494
C3 1.60768 2.80636 0.24145  -0.237
C4 0.80394 3.85933 0.31680  -0.357
C5 0.32940 0.95994 -1.99584  0.650
N2 1.56186 1.30797 -2.39919  -0.805
O1 -0.57829 0.66919 -2.75011  -0.610
H1 0.08275 -1.16104 -0.52975  0.446
H2 -1.34851 -0.52170 -0.87132  0.465
H3 -0.34492 -1.82055 3.24178  0.479
H4 -0.85919 1.60796 -0.29946  0.257
H5 1.89514 0.68859 0.52912  0.238
H6 0.61874 1.44967 1.51996  0.244
H7 2.67395 2.89570 0.14400  0.238
H8 -0.23918 3.89729 0.59850  0.217
H9 1.32010 4.80494 0.24979  0.212
H10 2.18006 1.71374 -1.70956  0.413
H11 1.96529 1.32464 -3.31894  0.426
H12 -0.86064 -0.48794 0.71967  0.462
H13 -0.38198 -2.01014 4.77541  0.477
O2 -0.91723 -2.06759 3.97911  -0.966
H14 -3.16094 1.92368 1.39872  0.484
H15 -4.38290 2.62770 0.96972  0.463
O3 -3.46432 2.82665 1.18188  -0.964
H16 2.33360 -2.07985 -0.96921  0.485
H17 2.25297 -0.68842 -1.32722  0.483
O4 2.65862 -1.23053 -0.63261  -0.971
H18 0.58018 -1.65631 -3.47379  0.502
H19 2.12328 -1.91660 -3.58972  0.496
O5 1.40493 -1.72039 -2.97962  -0.991
H20 0.97310 -2.24549 1.55391  0.492
H21 1.65048 -0.85772 1.62697  0.510
O6 0.82245 -1.32416 1.79123  -0.984
H22 -2.29599 -0.33993 2.19181  0.485
H23 -2.82414 0.41381 3.29000  0.495
O7 -2.85686 0.43603 2.32099  -0.963
H24 0.35558 -3.91890 -1.53367  0.492
H25 1.18488 -4.24901 -0.28325  0.486
O8 0.45618 -3.70549 -0.60219  -0.972
H26 -4.27455 0.26237 -2.38638  0.483
H27 -4.38270 -1.23035 -2.43886  0.474
O9 -3.82234 -0.53195 -2.07889  -0.955
H28 -2.44507 -2.73317 0.71057  0.487
H29 -3.68789 -1.79633 0.64601  0.503
O10 -2.77656 -1.85971 0.94509  -0.980
H30 4.61025 0.64779 -0.02055  0.486
H31 4.77505 1.67685 1.04486  0.486
O11 4.12713 1.36984 0.39709  -0.961

Values from the calculation:
charge: +1
energy relative to the best compared isomer or geometry (same formula, charge and spin): 12.45 kcal per mole
frontier orbital gap: 9.85 eV
2S+1: 1

***

No. 3
C5H31N4O12 | ωB97M-V with the def2-TZVPD basis set

Each line ends with the natural charge from an NBO analysis.
Element x y z (Å)
N1 -0.58039 1.48504 1.76082  -0.869
C1 -0.06756 0.34290 1.25569  0.560
N2 0.37945 0.31247 -0.02922  -0.472
C2 0.83668 -0.95791 -0.14727  0.443
C3 1.38013 -1.31601 -1.50912  -0.472
C4 0.33412 -0.77937 -2.55694  -0.412
C5 0.46304 -1.38582 -3.95592  -0.077
O1 -0.67022 -0.90616 -4.72794  -0.758
N3 0.69143 -1.67259 0.94376  0.113
O2 1.05432 -2.96032 1.11268  -0.443
N4 0.11506 -0.83488 1.83555  -0.362
H1 -1.54394 1.60503 2.06793  0.458
H2 0.02473 2.29363 1.76623  0.425
H3 1.64804 -2.37230 -1.64166  0.251
H4 2.31781 -0.73868 -1.62955  0.289
H5 -0.65718 -1.06632 -2.15114  0.197
H6 0.35042 0.31705 -2.60083  0.237
H7 0.40397 -2.48618 -3.98275  0.181
H8 1.35861 -1.06658 -4.51103  0.200
H9 -1.24203 -0.42554 -4.10450  0.497
H10 0.27010 -3.40796 1.50336  0.523
H11 -0.13709 -1.04575 2.79696  0.457
O3 -0.17186 2.14777 5.18843  -0.940
H12 0.73368 1.92440 5.45000  0.485
H13 -0.18262 2.02138 4.23415  0.447
O4 -2.89490 3.15487 1.84479  -0.981
H14 -2.61720 4.06863 1.97868  0.491
H15 -3.68142 3.22926 1.28633  0.499
O5 3.29610 0.88920 -3.36001  -0.953
H16 2.65940 1.40852 -3.86404  0.475
H17 3.86253 1.55339 -2.94968  0.483
O6 -4.46742 1.94368 -0.54607  -0.943
H18 -5.18755 1.36766 -0.26114  0.481
H19 -3.68921 1.58482 -0.10300  0.466
O7 2.58917 2.61642 -0.44813  -0.939
H20 2.06607 3.40593 -0.27021  0.469
H21 2.00171 1.88146 -0.23234  0.468
O8 2.66966 1.69417 5.65797  -0.961
H22 3.56661 1.46641 5.93199  0.499
H23 2.67804 1.56920 4.70212  0.471
O9 -2.91191 0.57499 -3.54145  -0.964
H24 -3.58661 0.23131 -4.13883  0.485
H25 -3.41530 0.98624 -2.82714  0.489
O10 0.66983 -2.05033 -7.18582  -0.951
H26 -0.00116 -2.39793 -7.78232  0.468
H27 0.16447 -1.64241 -6.47155  0.480
O11 -1.43460 -4.55787 1.84906  -0.971
H28 -1.94656 -5.36200 1.70265  0.506
H29 -2.06032 -3.95388 2.26525  0.476
O12 1.82848 -1.13887 6.84765  -0.943
H30 1.83616 -0.17649 6.77090  0.478
H31 0.89720 -1.37371 6.77665  0.464

Values from the calculation:
charge: +1
frontier orbital gap: 9.15 eV
2S+1: 1

***

No. 4
C5H31NO12 | ωB97M-V with the def2-TZVPD basis set

Each line ends with the natural charge from an NBO analysis.
Element x y z (Å)
O1 3.56193 -2.81497 -0.42193  -0.611
C1 2.69368 -1.96988 -0.33940  0.523
N1 2.22200 -1.31639 -1.45116  -0.449
C2 1.04746 -0.44439 -1.51816  -0.208
C3 0.49430 -0.55808 -2.95414  -0.427
C4 1.43980 -1.49069 -3.72178  -0.428
C5 2.23280 -2.24516 -2.65298  -0.216
H1 2.29493 -1.60507 0.61332  0.131
H2 1.39154 0.56003 -1.30699  0.195
H3 0.29385 -0.84117 -0.83800  0.191
H4 0.51915 0.46225 -3.33554  0.208
H5 -0.52550 -0.94282 -3.00573  0.243
H6 0.93538 -2.32007 -4.23030  0.212
H7 2.05018 -1.06231 -4.51277  0.213
H8 1.73058 -3.14547 -2.29688  0.184
H9 3.26461 -2.48680 -2.86297  0.228
O2 0.15761 -0.65352 1.93147  -0.997
H10 -0.25078 -0.10718 1.23260  0.496
H11 0.49380 -0.00620 2.54720  0.489
O3 -2.89839 -1.85488 1.81362  -0.993
H12 -3.41061 -1.04581 1.67249  0.492
H13 -1.97035 -1.59974 1.86685  0.495
O4 -0.17018 1.62554 0.57224  -1.001
H14 0.58526 1.98356 1.06440  0.497
H15 -0.54185 2.46782 0.28166  0.497
O5 3.52078 2.62494 -0.11802  -0.936
H16 2.95734 1.84907 -0.21234  0.467
H17 4.39445 2.22011 -0.14091  0.470
O6 0.62931 0.13665 4.69224  -0.948
H18 0.04363 -0.62446 4.75730  0.480
H19 1.48172 -0.24592 4.93260  0.473
O7 -2.43346 2.16717 -1.11387  -1.000
H20 -2.67186 1.24343 -0.99342  0.521
H21 -2.18408 2.42943 -1.99831  0.499
O8 1.28718 3.26814 2.67846  -0.961
H22 2.22024 3.41496 2.83953  0.483
H23 0.82341 3.28474 3.51975  0.484
O9 -1.59341 4.22634 0.46404  -0.962
H24 -2.12121 3.57305 -0.03162  0.487
H25 -1.17355 4.71758 -0.23920  0.467
O10 -2.44070 -0.85924 -1.75226  -0.968
H26 -2.42409 -1.00029 -0.79387  0.477
H27 -3.12231 -1.50193 -1.99572  0.495
O11 -3.41454 -3.46320 -0.47297  -0.980
H28 -2.46761 -3.35376 -0.50035  0.478
H29 -3.83789 -3.19980 0.34126  0.502
O12 -3.17261 0.87260 1.48819  -0.971
H30 -3.61962 1.30155 2.22605  0.483
H31 -2.66547 1.59907 1.10335  0.493

Values from the calculation:
charge: 0
energy relative to the best compared isomer or geometry (same formula, charge and spin): 75.31 kcal per mole
frontier orbital gap: 9.08 eV
2S+1: 1
SMILES: O=CN1CCCC1.O.O.O.O.O.O.O.O.O.O.O

***

No. 5
C5H31NO9S2 | ωB97M-V with the def2-TZVPD basis set

Each line ends with the natural charge from an NBO analysis.
Element x y z (Å)
C1 -0.68019 -3.88118 1.37496  -0.615
C2 -1.69455 -2.80001 0.87833  -0.584
S1 -2.55441 -2.12393 2.29984  0.143
S2 -2.81400 -0.27861 1.75154  0.038
C3 -1.70079 0.90759 2.63580  -0.545
C4 -1.37156 2.07389 1.56658  -0.052
C5 -0.86015 3.15124 2.49043  -0.633
N1 -0.53568 1.71501 0.42888  -0.865
H1 -1.07916 -4.58193 2.08056  0.207
H2 0.15748 -3.35872 1.82936  0.222
H3 -0.25227 -4.39272 0.51712  0.193
H4 -2.20099 -3.24059 -0.08849  0.222
H5 -1.01590 -2.07137 0.35031  0.224
H6 -0.71841 0.59546 3.07467  0.240
H7 -2.44441 1.22788 3.40691  0.218
H8 -2.40565 2.35569 1.20704  0.171
H9 -1.28122 3.04180 3.52520  0.220
H10 -1.38565 4.12547 2.22199  0.226
H11 0.20012 3.28668 2.70347  0.206
H12 -0.74691 0.78751 0.13798  0.377
H13 0.41116 1.99643 0.53854  0.385
O1 0.98535 -3.09587 -2.45470  -0.932
H14 1.19505 -4.00828 -2.78547  0.472
H15 0.18156 -3.26635 -1.95824  0.477
O2 -1.84616 -1.88885 -3.13203  -0.941
H16 -1.71382 -0.91978 -3.16412  0.478
H17 -2.48188 -1.85722 -3.86031  0.464
O3 -0.36707 1.87016 -3.35280  -0.960
H18 -0.50761 2.19912 -4.24474  0.477
H19 -0.71095 2.51226 -2.74722  0.486
O4 -2.84298 1.93502 -2.53271  -0.940
H20 -2.16872 1.66650 -1.91502  0.471
H21 -3.58988 2.02878 -1.94263  0.467
O5 2.07468 3.09649 -2.38160  -1.064
H22 1.91563 2.43894 -3.02581  0.534
H23 2.59966 3.41022 -1.67575  0.528
O6 2.94188 2.47018 2.37080  -0.937
H24 2.19680 2.68414 2.93765  0.463
H25 2.91059 1.50826 2.30725  0.474
O7 2.48193 -2.39433 -0.37362  -0.979
H26 2.06119 -3.11500 -0.85274  0.495
H27 3.12097 -2.71811 0.24595  0.471
O8 3.82123 -0.25122 -1.82577  -0.950
H28 3.53394 0.46536 -2.39942  0.460
H29 3.00426 -0.77490 -1.75862  0.487
O9 1.71578 -0.84312 2.03580  -0.951
H30 1.89307 -0.59870 1.13664  0.487
H31 2.56863 -1.08931 2.41818  0.467

Values from the calculation:
charge: 0
energy relative to the best compared isomer or geometry (same formula, charge and spin): 40.32 kcal per mole
frontier orbital gap: 8.67 eV
2S+1: 1
SMILES: CCSSC[C@@H](C)N.O.O.O.O.O.O.O.O.O